113
Properties=species:S:1:pos:R:3:forces:R:3:lowdin_charge:R:1 method="wB97M-V/def2-TZVPD" energy_ha=-3129.1006 multiplicity=1 largest_force_ev_per_a=2.9
Pb -0.7116 1.6136 -0.9823 -1.5 -0.5 2.0 1.509
C 1.8496 1.5728 -3.1421 0.0 0.2 -0.1 -0.174
C 1.8377 2.9962 -2.4949 -0.3 -0.2 -0.4 -0.191
N 0.5030 3.6353 -2.2256 0.7 0.3 0.2 -0.164
C -0.3103 4.2958 -3.2883 1.4 -0.4 0.0 -0.126
C -0.9733 3.1702 -4.0724 -1.6 -0.1 -0.5 -0.254
C -1.0470 3.1743 -5.4633 0.7 -0.4 -0.6 -0.008
C -1.4487 1.9854 -6.1469 -0.1 0.9 1.0 -0.032
C -1.9252 0.9179 -5.4000 0.3 0.0 0.4 -0.008
C -2.0295 1.0856 -3.9907 0.1 0.3 -1.5 -0.280
C -2.6225 -0.0076 -3.1853 0.5 -0.2 1.5 -0.128
N -1.6879 -0.4849 -2.1162 -0.9 0.2 0.6 -0.118
C -0.5067 -1.3403 -2.3701 -0.7 -0.4 0.7 -0.209
C 0.6635 -0.6960 -3.0417 0.8 -0.1 -1.7 -0.215
N 1.0824 0.5469 -2.3849 0.2 0.5 -0.3 -0.156
N -1.5960 2.1723 -3.3668 1.3 0.5 -0.4 0.078
H 2.9236 1.3321 -3.1213 -0.2 -0.2 -0.3 0.120
H 1.5285 1.5947 -4.2126 0.0 -0.1 0.9 0.124
H 2.4992 3.6097 -3.1178 -0.3 0.2 -0.3 0.115
H 2.4002 2.9290 -1.5514 -0.7 0.0 0.0 0.088
H 0.6247 4.2813 -1.4452 0.0 -0.2 -0.2 0.108
H 0.3477 4.9222 -3.9736 -0.9 -0.7 0.6 0.136
H -1.0239 4.9707 -2.7743 0.2 -0.5 -0.4 0.133
H -0.6608 4.0524 -6.0378 -0.3 -1.0 0.6 0.127
H -1.3881 1.9462 -7.2271 0.0 -0.1 0.0 0.109
H -2.1546 -0.0709 -5.8486 0.0 0.9 0.3 0.128
H -2.9255 -0.7799 -3.8652 -0.3 -0.7 -0.3 0.111
H -3.5023 0.3396 -2.6078 0.3 0.0 -0.5 0.144
H -2.3144 -0.9430 -1.4149 1.0 0.5 -0.4 0.127
H -0.7774 -2.2131 -2.9766 0.0 -0.2 0.3 0.129
H -0.1503 -1.6298 -1.3619 -0.5 -0.2 -0.4 0.109
H 0.4412 -0.5744 -4.1372 0.3 0.5 0.9 0.128
H 1.4828 -1.4486 -3.0093 -0.4 0.4 -0.1 0.134
H 1.6170 0.2795 -1.5611 0.1 0.0 0.1 0.096
O 3.5453 2.6129 2.5131 0.7 0.1 -1.6 0.102
C 2.3832 2.4127 1.8650 0.2 0.2 -1.6 -0.449
O 2.2736 2.5180 0.6311 0.0 -0.3 2.6 0.024
C 1.3361 2.1345 2.8989 -0.9 0.3 0.9 -0.128
O 0.0254 2.0451 2.3937 0.7 0.3 -0.3 -0.166
C -0.5679 0.7793 2.6333 -1.1 -1.1 0.2 -0.116
C 0.1879 -0.3986 1.8705 1.6 0.8 1.9 -0.625
O 1.2378 -0.8652 2.4575 -2.3 0.4 0.1 -0.238
O -0.2031 -0.7023 0.7407 -0.3 0.0 -1.3 -0.105
H 4.2283 2.7705 1.8050 -0.7 -0.2 0.9 0.153
H 1.4129 2.9365 3.6709 -0.1 -0.1 -0.7 0.157
H 1.5405 1.2324 3.4799 0.6 -0.1 -0.4 0.132
H -1.6147 0.8922 2.2006 1.2 -0.3 0.7 0.108
H -0.5687 0.5718 3.7567 -0.1 0.1 -1.4 0.146
F 0.6565 -7.1197 -0.1030 -0.2 0.2 0.0 0.040
C 1.0700 -5.8654 0.1840 0.9 0.5 0.9 -0.261
C 0.4110 -5.1185 1.1921 1.0 -0.7 -0.7 0.013
C 0.9762 -3.8851 1.5402 0.0 -0.4 -0.7 -0.126
C 2.0703 -3.3481 0.8866 1.3 -1.7 -1.9 -0.381
C 2.6502 -4.0938 -0.1756 -1.0 -0.8 0.4 -0.145
C 2.2472 -5.4084 -0.4616 -1.7 1.2 -0.1 -0.010
Sb 3.2369 -1.6656 1.2972 0.0 2.8 0.4 1.566
C 5.2670 -1.6356 0.4132 -0.1 -1.8 0.3 -0.402
C 6.0729 -2.7346 0.7018 1.1 0.5 -0.8 -0.161
C 7.3689 -2.7899 0.2100 1.1 -1.5 0.0 -0.024
C 7.8124 -1.8637 -0.7396 0.1 -0.1 0.9 -0.263
F 9.0990 -2.0215 -1.1935 -1.1 0.4 -0.1 0.027
C 6.9991 -0.7902 -1.1007 -0.1 -0.2 0.2 -0.021
C 5.7690 -0.6529 -0.4259 -0.3 -0.2 -0.4 -0.147
C 3.9203 -2.4294 3.1879 0.0 1.1 1.3 -0.336
C 5.1045 -1.9736 3.7625 0.7 1.4 -0.3 -0.138
C 5.4205 -1.9253 5.1377 -0.8 -1.4 -0.7 -0.005
C 4.4827 -2.5217 5.9750 -0.7 -0.2 -1.1 -0.273
F 4.6855 -2.5848 7.2972 0.1 -0.1 0.2 0.057
C 3.2695 -3.0624 5.4587 1.4 1.1 0.5 -0.002
C 2.9867 -2.9024 4.1211 -0.5 -1.3 -1.0 -0.122
H -0.4409 -5.5290 1.7536 0.4 0.2 -0.5 0.122
H 0.5218 -3.3024 2.2896 -0.6 0.5 0.9 0.075
H 3.3621 -3.6285 -0.8455 0.4 -0.1 0.2 0.081
H 2.6309 -5.8904 -1.3578 0.0 -0.3 0.4 0.110
H 5.7422 -3.5736 1.2808 -0.3 -0.1 0.4 0.092
H 8.0252 -3.6702 0.5173 -0.7 1.4 -0.6 0.139
H 7.2436 -0.1142 -1.9153 0.3 0.0 0.3 0.108
H 5.1232 0.2110 -0.5990 0.2 0.0 -0.3 0.078
H 5.8017 -1.4159 3.1310 0.0 -0.5 0.0 0.091
H 6.4184 -1.6047 5.4251 -0.4 0.2 0.3 0.113
H 2.5777 -3.5213 6.1372 -0.2 -0.1 0.2 0.108
H 2.0429 -3.2950 3.7163 0.3 0.3 0.5 0.085
C -7.9623 0.2264 0.5879 0.0 -1.1 1.1 -0.066
C -6.4904 -0.0295 0.7979 0.8 -0.3 -0.6 -0.266
C -6.0263 -1.3196 1.1939 -1.2 0.7 -0.1 -0.057
C -4.6803 -1.5510 1.2671 1.2 -0.8 -0.5 -0.315
C -4.0792 -2.9423 1.4730 0.4 1.0 0.1 -0.054
C -3.7443 -0.5521 1.0283 -1.1 0.8 -0.5 -0.033
C -4.1391 0.7570 0.5851 -0.7 -1.2 0.5 -0.332
C -5.5722 0.9580 0.4013 0.9 -0.8 0.4 -0.020
N -3.1766 1.6806 0.4385 0.7 1.1 -0.4 -0.057
C -3.5700 3.0950 0.5359 0.1 -0.1 -0.5 -0.642
C -2.3599 3.8953 0.9559 1.1 1.4 0.6 -0.117
C -4.6183 3.3976 1.6449 0.1 -0.2 0.8 -0.051
C -4.0628 3.6368 -0.8418 -1.4 -0.5 0.1 -0.052
H -8.0474 1.0672 -0.0610 -0.5 0.4 -0.7 0.055
H -8.5101 0.4533 1.5191 0.4 0.1 -0.1 0.080
H -8.4375 -0.7043 0.2345 0.1 0.6 -0.4 0.078
H -6.7202 -2.1513 1.3835 0.1 0.5 -0.1 0.109
H -3.8083 -3.4054 0.5099 -0.4 0.0 0.3 0.078
H -4.6909 -3.5978 2.0800 -0.1 -0.2 0.0 0.066
H -3.1301 -2.7375 1.9794 0.0 -0.5 0.1 0.064
H -2.7179 -0.7656 1.2611 0.5 0.1 -0.2 0.070
H -5.8628 1.9073 -0.0615 -0.4 -0.7 0.4 0.072
H -1.8902 3.6250 1.9341 -0.6 -0.2 -0.8 0.094
H -2.6462 4.9540 1.0455 -0.1 -0.1 0.1 0.080
H -1.5450 3.9803 0.2251 0.0 -0.5 -0.2 0.016
H -4.5207 2.6718 2.4857 0.0 0.3 -0.7 0.103
H -5.6260 3.3028 1.2606 -0.2 0.2 0.2 0.055
H -4.4872 4.3999 2.1151 -0.1 -0.5 -0.6 0.083
H -4.4802 4.6360 -0.7905 0.1 0.5 0.3 0.072
H -4.9150 3.0251 -1.2119 0.6 0.2 0.3 0.070
H -3.3694 3.6389 -1.6762 0.7 -0.2 0.2 0.042